# 1
Computed, not measured: a structure of composition C33H33N5S2Ti, with ωB97M-V/def2-TZVPD.

```
74
C33H33N5S2Ti ωB97M-V/def2-TZVPD
Ti -1.489 -0.734 -0.405
N 1.412 5.087 7.725
C 1.070 4.402 6.862
C 0.643 3.551 5.789
C 1.405 3.438 4.619
C 0.991 2.613 3.598
C -0.215 1.878 3.674
C -0.953 1.997 4.874
C -0.538 2.811 5.905
C -0.628 1.015 2.583
C 0.407 0.225 1.964
C 1.687 -0.014 2.479
C 2.316 -0.925 1.612
C 1.393 -1.196 0.617
N 0.242 -0.494 0.799
C -2.012 0.964 2.216
C -3.065 1.767 2.701
C -4.226 1.371 2.025
C -3.841 0.371 1.143
N -2.511 0.127 1.229
H 2.318 4.012 4.515
H 1.581 2.536 2.695
H -1.847 1.401 4.988
H -1.117 2.863 6.819
H 2.089 0.389 3.395
H 3.297 -1.366 1.715
H 1.466 -1.911 -0.188
H -2.991 2.554 3.433
H -5.226 1.761 2.148
H -4.433 -0.173 0.423
C -3.007 -5.413 -0.368
C -2.859 -3.930 -0.608
S -1.503 -3.174 0.229
C -3.674 -3.263 -1.444
C -4.795 -3.963 -2.181
S -3.487 -1.550 -1.805
H -2.614 -5.684 0.613
H -2.443 -5.996 -1.108
H -4.047 -5.746 -0.419
H -5.414 -4.567 -1.509
H -4.420 -4.636 -2.962
H -5.442 -3.232 -2.664
N -0.182 -1.098 -1.974
C 0.759 -1.226 -2.628
N 1.953 -1.237 -3.192
C 2.218 -1.888 -4.466
C 3.728 -2.130 -4.585
C 4.326 -2.376 -3.202
C 4.253 -1.093 -2.364
C 2.969 -0.313 -2.676
H 1.848 -1.281 -5.300
H 1.679 -2.836 -4.476
H 4.214 -1.261 -5.039
H 3.901 -2.971 -5.259
H 5.358 -2.725 -3.276
H 3.759 -3.170 -2.710
H 5.113 -0.454 -2.586
H 4.292 -1.328 -1.299
H 3.144 0.468 -3.424
H 2.564 0.172 -1.789
C -1.801 1.193 -1.572
C -0.672 2.104 -1.372
C 0.441 2.113 -2.233
C 1.546 2.918 -1.998
C 1.583 3.770 -0.901
C 0.480 3.798 -0.050
C -0.617 2.987 -0.277
H -1.914 0.897 -2.616
H -2.740 1.588 -1.179
H 0.425 1.468 -3.107
H 2.386 2.885 -2.686
H 2.447 4.397 -0.713
H 0.478 4.454 0.814
H -1.456 3.009 0.411
```

Its calculated total energy is -86995.1981 eV. For the relative energy (zero: lowest compared OMol25 entry of this formula, charge and spin), the calculation gives 23.3 kJ/mol. Its spin multiplicity is 3. Its charge is -2.

***

# 2
Computed, not measured: the molecule C5H11NO2, with ωB97M-V/def2-TZVPD.

```
19
C5H11NO2 ωB97M-V/def2-TZVPD
C 2.839 -0.452 0.341
C 1.582 0.375 0.313
C 0.311 -0.330 -0.076
C -0.930 0.353 0.506
C -2.217 -0.257 -0.044
N -2.295 -0.043 -1.483
O 1.680 1.672 -0.021
O 1.658 1.467 1.402
H 3.692 0.178 0.591
H 2.759 -1.257 1.081
H 2.979 -0.899 -0.655
H 0.221 -0.323 -1.160
H 0.344 -1.380 0.269
H -0.903 1.404 0.270
H -0.924 0.278 1.604
H -3.071 0.168 0.504
H -2.215 -1.337 0.137
H -3.071 -0.558 -1.896
H -2.439 0.943 -1.682
```

Its calculated total energy is -10945.0637 eV. For the relative energy (zero: lowest compared OMol25 entry of this formula, charge and spin), the calculation gives 405.5 kJ/mol. As for the SMILES: CC1(CCCN)OO1. Its charge is 0.

***

# 3
Computed, not measured: a structure of composition C23H36IrP2, with ωB97M-V/def2-TZVPD.

```
62
C23H36IrP2 ωB97M-V/def2-TZVPD
P 0.098 -1.802 -3.752
P 0.058 1.331 -3.633
C -0.272 -0.880 -5.360
C 0.332 0.520 -5.329
H -1.371 -0.872 -5.503
H 0.173 -1.462 -6.186
H 1.420 0.519 -5.541
H -0.153 1.152 -6.095
C -1.551 2.077 -4.153
H -1.852 2.838 -3.426
H -2.326 1.302 -4.229
H -1.426 2.554 -5.134
C 1.159 2.722 -4.103
H 0.824 3.145 -5.057
H 2.188 2.360 -4.220
H 1.126 3.498 -3.337
C -1.001 -3.184 -4.227
H -0.891 -4.007 -3.518
H -0.718 -3.527 -5.228
H -2.041 -2.838 -4.246
C 1.689 -2.481 -4.390
H 2.444 -1.689 -4.466
H 1.510 -2.901 -5.388
H 2.045 -3.278 -3.730
Ir -0.004 -0.367 2.070
C 0.717 1.086 0.720
C -0.708 1.060 0.662
C -1.568 0.444 -0.404
C -1.917 -1.046 -0.180
C -0.886 -1.781 0.637
C 0.525 -1.747 0.436
C 1.299 -1.002 -0.629
C 1.657 0.461 -0.272
C 0.210 -1.953 3.331
H 1.127 1.936 1.270
H -1.188 1.835 1.266
H -1.131 0.590 -1.399
H -2.508 1.014 -0.412
H -2.874 -1.095 0.364
H -2.100 -1.603 -1.118
H -1.231 -2.696 1.149
H 1.069 -2.596 0.884
H 0.755 -1.047 -1.594
H 2.232 -1.574 -0.797
H 2.670 0.438 0.160
H 1.739 1.095 -1.169
H 0.918 -1.690 4.132
H 0.473 -2.908 2.860
H -0.789 -2.036 3.788
C -0.060 0.613 3.646
C -0.042 1.038 4.820
C -0.005 1.384 6.196
C -1.112 2.014 6.842
C -1.098 2.234 8.223
C 0.016 1.859 8.989
C 1.140 1.275 8.366
C 1.127 1.059 6.989
H -1.966 2.295 6.230
H -1.970 2.702 8.704
H 0.019 2.021 10.059
H 2.018 0.986 8.947
H 1.983 0.606 6.484
```

Its calculated total energy is -45827.1347 eV. For the relative energy (zero: lowest compared OMol25 entry of this formula, charge and spin), the calculation gives 16.3 kJ/mol. Its spin multiplicity is 6. Its charge is +2.

***

# 4
Computed, not measured: the molecule C12H14N4O3, with ωB97M-V/def2-TZVPD.

```
33
C12H14N4O3 ωB97M-V/def2-TZVPD
C 0.482 1.812 -0.817
C 1.867 1.632 -0.327
N 2.494 2.535 0.325
N 3.729 2.055 0.662
C 3.957 0.774 0.255
O 4.952 0.125 0.459
C 2.684 0.377 -0.497
C 2.049 -0.894 0.081
C 1.158 -1.617 -0.936
C 0.423 -2.723 -0.221
O 0.869 -3.823 0.006
N -0.829 -2.392 0.233
N -1.452 -1.235 -0.036
C -2.625 -1.053 0.435
C -3.387 0.126 0.163
C -3.181 1.202 -0.672
C -4.307 2.035 -0.525
C -5.117 1.415 0.382
O -4.575 0.266 0.799
H 0.443 1.670 -1.896
H -0.174 1.077 -0.350
H 0.137 2.812 -0.570
H 4.350 2.634 1.204
H 2.941 0.209 -1.547
H 1.465 -0.629 0.965
H 2.850 -1.567 0.395
H 0.436 -0.933 -1.375
H 1.781 -2.059 -1.715
H -1.318 -3.114 0.769
H -3.119 -1.797 1.069
H -2.339 1.357 -1.312
H -4.492 2.964 -1.023
H -6.070 1.687 0.792
```

Its calculated total energy is -24772.6714 eV. For the relative energy (zero: lowest compared OMol25 entry of this formula, charge and spin), the calculation gives 39.9 kJ/mol. As for the SMILES: CC1=NNC(=O)[C@H]1CCC(=O)N/N=C/c1ccco1. Its charge is 0.

***

Please write out number 2 again, unchanged.
Computed, not measured: the molecule C5H11NO2, with ωB97M-V/def2-TZVPD.

```
19
C5H11NO2 ωB97M-V/def2-TZVPD
C 2.839 -0.452 0.341
C 1.582 0.375 0.313
C 0.311 -0.330 -0.076
C -0.930 0.353 0.506
C -2.217 -0.257 -0.044
N -2.295 -0.043 -1.483
O 1.680 1.672 -0.021
O 1.658 1.467 1.402
H 3.692 0.178 0.591
H 2.759 -1.257 1.081
H 2.979 -0.899 -0.655
H 0.221 -0.323 -1.160
H 0.344 -1.380 0.269
H -0.903 1.404 0.270
H -0.924 0.278 1.604
H -3.071 0.168 0.504
H -2.215 -1.337 0.137
H -3.071 -0.558 -1.896
H -2.439 0.943 -1.682
```

Its calculated total energy is -10945.0637 eV. For the relative energy (zero: lowest compared OMol25 entry of this formula, charge and spin), the calculation gives 405.5 kJ/mol. As for the SMILES: CC1(CCCN)OO1. Its charge is 0.